# 1
Computed, not measured: a cluster of 3 separate species, C30H48B2F2N3O6 in total, with ωB97M-V/def2-TZVPD.

Each line ends with the Mulliken charge.
CARTESIAN COORDINATES (ANGSTROEM)
C (5.62, -0.56, 2.22)  -0.8086
C (4.65, 0.58, 2.80)  -0.4545
N (3.36, 0.08, 3.35)  0.2063
C (2.41, -0.38, 2.29)  -0.2584
C (1.82, 0.85, 1.39)  -1.2289
C (0.46, 0.26, 0.72)  0.5927
O (-0.76, 0.82, 1.24)  -0.2517
B (-1.50, 1.59, 0.19)  -0.2888
C (-3.02, 0.99, 0.02)  -0.6288
C (-3.78, 0.68, 1.41)  0.0164
C (-4.31, -0.86, 1.34)  -0.2664
C (-5.57, -1.10, 2.32)  -0.6486
C (-5.01, -1.74, 3.70)  -0.3832
N (-4.69, -0.64, 4.70)  -0.5751
B (-1.36, 3.17, 0.80)  0.4557
N (-1.78, 3.48, 2.21)  -0.6964
O (-0.80, 4.29, 0.03)  -0.3564
O (-0.70, 1.28, -1.03)  -0.5902
C (0.34, 0.27, -0.89)  0.5413
C (-0.27, -1.18, -1.32)  -0.3527
C (0.92, -2.25, -1.27)  0.6277
C (0.44, -3.78, -1.40)  -0.5064
O (-0.88, -4.04, -0.84)  -0.3489
C (-0.87, -4.08, 0.57)  0.7342
C (0.33, -4.56, 1.49)  -0.7907
O (-1.94, -3.74, 1.15)  -0.5616
C (3.56, -0.94, 4.38)  0.3396
C (3.44, -2.54, 4.10)  -0.7192
O (3.81, -0.61, 5.58)  -0.6101
H (5.07, -1.33, 1.58)  0.1758
H (6.39, -0.05, 1.53)  0.3165
H (6.18, -1.13, 3.06)  0.2489
H (4.45, 1.40, 2.01)  0.3516
H (5.19, 1.10, 3.66)  0.3512
H (2.87, -1.18, 1.60)  -0.0935
H (1.48, -0.80, 2.84)  0.3746
H (1.57, 1.70, 2.13)  0.2268
H (2.55, 1.18, 0.58)  0.3343
H (0.35, -0.85, 1.02)  -0.4317
H (-3.67, 1.67, -0.64)  0.1751
H (-2.92, -0.02, -0.53)  0.0535
H (-4.65, 1.42, 1.59)  0.2943
H (-3.10, 0.75, 2.33)  -0.0087
H (-4.60, -1.12, 0.26)  0.4676
H (-3.44, -1.54, 1.65)  -0.1604
H (-6.31, -1.84, 1.83)  0.2775
H (-6.17, -0.16, 2.55)  0.3490
H (-4.07, -2.38, 3.54)  0.1785
H (-5.81, -2.40, 4.17)  0.2927
H (-4.45, -1.07, 5.61)  0.2197
H (-5.53, -0.06, 4.85)  0.2016
H (-1.86, 2.63, 2.78)  0.2732
H (-1.07, 4.06, 2.69)  0.1859
H (0.13, 4.45, 0.31)  0.1823
H (1.30, 0.61, -1.44)  0.2667
H (-0.70, -1.02, -2.37)  0.3406
H (-1.08, -1.40, -0.56)  -0.1482
H (1.56, -2.05, -2.21)  -0.0729
H (1.65, -2.08, -0.39)  -0.3977
H (0.35, -3.98, -2.53)  0.2677
H (1.25, -4.51, -1.03)  0.2115
H (-0.12, -4.93, 2.48)  0.3343
H (1.06, -3.72, 1.76)  0.0624
H (0.88, -5.48, 1.06)  0.3258
H (4.24, -3.10, 4.69)  0.3332
H (2.38, -2.86, 4.40)  0.2695
H (3.60, -2.75, 2.98)  0.1788
F (3.71, -2.54, -3.08)  -0.2992
C (3.65, -2.73, -4.41)  0.3486
C (4.08, -1.72, -5.26)  -0.4482
C (4.03, -1.92, -6.63)  -0.3490
C (3.54, -3.12, -7.14)  -0.4533
C (3.11, -4.13, -6.28)  -0.4159
C (3.17, -3.93, -4.90)  -0.2997
H (4.45, -0.79, -4.84)  0.4121
H (4.37, -1.14, -7.31)  0.3548
H (3.50, -3.28, -8.22)  0.3566
H (2.73, -5.06, -6.68)  0.3494
H (2.85, -4.71, -4.22)  0.4397
F (-1.02, 6.67, -4.80)  -0.3238
C (-1.85, 6.77, -3.74)  0.4291
C (-1.54, 6.10, -2.57)  -0.5332
C (-2.39, 6.21, -1.47)  -0.1819
C (-3.54, 6.99, -1.57)  -0.7221
C (-3.84, 7.66, -2.75)  -0.2642
C (-2.99, 7.55, -3.84)  -0.4543
H (-0.64, 5.49, -2.52)  0.4234
H (-2.15, 5.70, -0.55)  0.5168
H (-4.20, 7.08, -0.71)  0.3865
H (-4.74, 8.26, -2.82)  0.3426
H (-3.20, 8.07, -4.77)  0.3885

## Properties
E_LUMO = 2.168 eV
Charge = -1
HOMO energy = -3.630 eV
DFT total energy = -2037.07286 Ha

# 2
Computed, not measured: a structure of composition C30H48BeBrN3P2, with ωB97M-V/def2-TZVPD.

Each line ends with the Mulliken charge.
CARTESIAN COORDINATES (ANGSTROEM)
N (-1.47, -0.58, -7.21)  -0.4464
C (-2.37, -1.22, -6.44)  -0.4507
C (-2.11, -1.53, -5.11)  -0.4694
C (-0.92, -1.08, -4.47)  0.6636
C (0.03, -0.49, -5.33)  -0.0470
C (-0.29, -0.25, -6.67)  -0.5295
C (-0.80, -1.24, -3.04)  -1.7872
Be (-0.12, -0.38, -0.59)  -1.8300
P (-0.73, 1.69, 2.07)  1.1194
C (0.14, -0.52, -2.25)  2.0269
C (-0.39, 0.89, -2.16)  -0.1679
C (0.37, 2.04, -2.46)  -0.3108
C (-0.25, 3.29, -2.29)  -0.7177
C (-1.52, 3.38, -1.73)  0.1062
C (-2.20, 2.20, -1.33)  -1.0913
C (-1.78, 0.99, -1.83)  -0.7085
Br (-2.54, 4.81, -1.59)  -0.0365
H (-1.46, -1.93, -2.53)  0.5283
H (1.19, -0.64, -2.50)  0.8358
H (-2.87, -2.05, -4.54)  0.4365
H (1.00, -0.19, -4.95)  0.4102
H (-3.33, -1.47, -6.92)  0.3772
H (0.45, 0.25, -7.33)  0.3662
H (1.31, 2.00, -3.04)  0.5211
H (-2.51, 0.26, -2.19)  0.6471
H (0.18, 4.19, -2.70)  0.5494
H (-3.16, 2.28, -0.81)  0.6431
P (1.88, -1.03, 0.04)  1.5389
C (-1.93, 2.81, 3.13)  -0.6547
C (-1.57, 4.21, 3.69)  -1.4378
H (-2.19, 2.21, 4.03)  0.3612
H (-2.83, 2.88, 2.50)  0.5431
H (-2.51, 4.71, 3.99)  0.3963
H (-0.98, 4.19, 4.62)  0.3264
H (-0.99, 4.81, 2.99)  0.3316
C (0.54, 3.01, 1.94)  -0.6322
C (1.36, 3.27, 3.20)  -1.5280
H (0.01, 3.93, 1.64)  0.8125
H (1.19, 2.73, 1.10)  0.3025
H (2.19, 3.94, 2.98)  0.5004
H (0.76, 3.79, 3.95)  0.1589
H (1.82, 2.38, 3.62)  0.2715
C (0.01, 0.50, 3.37)  -0.0553
C (0.13, 0.84, 4.87)  -1.5007
H (1.03, 0.30, 3.03)  -0.2381
H (-0.57, -0.43, 3.23)  0.2910
H (0.85, 0.15, 5.35)  0.3537
H (0.52, 1.86, 5.03)  0.2905
H (-0.83, 0.76, 5.41)  0.3937
C (2.04, -2.06, 1.56)  -0.3854
C (3.29, -2.95, 1.51)  -1.3443
H (1.12, -2.67, 1.64)  0.5147
H (2.06, -1.39, 2.44)  0.4328
H (3.07, -3.90, 1.01)  0.3002
H (4.14, -2.45, 1.01)  0.2773
H (3.59, -3.18, 2.55)  0.4279
C (2.71, 0.54, 0.52)  0.4024
C (3.14, 1.38, -0.69)  -1.1416
H (3.55, 0.31, 1.21)  0.6584
H (1.94, 1.10, 1.11)  -1.1932
H (3.79, 0.83, -1.39)  0.3531
H (2.25, 1.74, -1.23)  0.1441
H (3.69, 2.26, -0.33)  0.4594
C (2.76, -1.89, -1.33)  -1.1970
C (2.14, -3.15, -1.88)  -1.0386
H (3.79, -2.05, -0.99)  0.8042
H (2.84, -1.15, -2.12)  0.5166
H (2.79, -3.55, -2.67)  0.5093
H (2.05, -3.95, -1.14)  0.1905
H (1.16, -2.98, -2.34)  -0.0812
C (-3.72, -1.35, 2.53)  -1.3215
C (-2.65, -1.87, 1.65)  0.5367
C (-2.03, -3.09, 1.49)  -1.2780
C (-1.00, -2.95, 0.59)  0.4971
N (-1.05, -1.67, 0.07)  1.1924
N (-2.10, -1.08, 0.72)  -0.0502
C (-0.17, -4.09, 0.17)  -0.9280
H (-4.70, -1.60, 2.12)  0.3637
H (-3.65, -1.73, 3.55)  0.3778
H (-3.65, -0.25, 2.57)  0.2168
H (-2.37, -4.07, 1.80)  0.5202
H (-2.56, -0.29, 0.31)  0.0098
H (0.84, -4.21, 0.58)  0.0651
H (-0.73, -5.00, 0.48)  0.5694
H (-0.11, -4.12, -0.91)  0.1554

## Properties
E_LUMO (alpha / beta) = -8.323 / -8.323 eV
Relative energy (zero: lowest compared OMol25 entry of this formula, charge and spin) = 395.4 kJ/mol
Charge = +2
HOMO energy (alpha / beta) = -13.416 / -13.417 eV
DFT total energy = -4606.99909 Ha

# 3
Computed, not measured: a structure of composition C30H48BrN3P2PbSe, with ωB97M-V/def2-TZVPD.

Each line ends with the Mulliken charge.
CARTESIAN COORDINATES (ANGSTROEM)
N (2.89, 1.49, -4.94)  -0.4380
C (3.36, 1.88, -3.73)  -0.7707
C (3.08, 1.22, -2.53)  0.0154
C (2.23, 0.09, -2.53)  0.3405
C (1.77, -0.33, -3.80)  -0.2802
C (2.12, 0.39, -4.94)  -0.7221
C (1.93, -0.63, -1.28)  -0.3829
Pb (0.09, 0.01, -0.18)  1.0371
P (-0.80, -0.96, 1.83)  0.4235
C (1.05, -1.74, -1.21)  -0.6401
C (1.25, -2.89, -0.31)  0.5156
C (0.58, -4.11, -0.56)  -0.3618
C (0.71, -5.22, 0.28)  -0.7768
C (1.53, -5.11, 1.42)  -0.3137
C (2.25, -3.93, 1.68)  -0.7600
C (2.11, -2.84, 0.82)  0.0643
Br (1.67, -6.59, 2.62)  0.0385
H (2.72, -0.56, -0.53)  0.5505
H (0.46, -1.98, -2.10)  0.8245
H (3.51, 1.58, -1.60)  0.6363
H (1.15, -1.23, -3.90)  0.6620
H (4.01, 2.76, -3.73)  0.4236
H (1.76, 0.06, -5.93)  0.4384
H (-0.06, -4.19, -1.45)  0.5093
H (2.66, -1.93, 1.04)  0.4909
H (0.17, -6.14, 0.07)  0.5194
H (2.90, -3.87, 2.55)  0.5652
P (-1.78, 0.54, -1.66)  0.3854
C (0.46, -0.90, 3.22)  -0.6535
C (0.39, -1.90, 4.38)  -1.4340
H (0.44, 0.14, 3.60)  0.5157
H (1.43, -1.01, 2.71)  0.5048
H (1.24, -1.76, 5.07)  0.4402
H (-0.54, -1.80, 4.97)  0.3225
H (0.44, -2.94, 4.01)  0.2700
C (-1.35, -2.75, 1.79)  0.6194
C (-2.39, -3.26, 2.79)  -1.4012
H (-0.43, -3.34, 1.86)  -0.6027
H (-1.72, -2.91, 0.76)  0.2752
H (-2.61, -4.33, 2.58)  0.4290
H (-2.04, -3.20, 3.83)  0.2878
H (-3.35, -2.71, 2.71)  0.3696
C (-2.29, -0.06, 2.53)  -0.1247
C (-2.56, -0.06, 4.04)  -1.4292
H (-3.16, -0.47, 1.98)  0.4227
H (-2.19, 0.97, 2.18)  0.2450
H (-3.46, 0.55, 4.27)  0.4443
H (-2.74, -1.08, 4.44)  0.3144
H (-1.72, 0.37, 4.60)  0.3185
C (-2.83, 2.08, -1.43)  -0.7568
C (-3.39, 2.29, -0.02)  -0.7162
H (-3.65, 2.05, -2.18)  0.6059
H (-2.19, 2.94, -1.70)  0.3825
H (-3.96, 3.23, 0.04)  0.4850
H (-4.06, 1.46, 0.28)  0.2896
H (-2.57, 2.33, 0.71)  -0.1080
C (-3.13, -0.75, -1.61)  -0.7497
C (-2.63, -2.16, -1.96)  -0.9507
H (-3.95, -0.44, -2.29)  0.6431
H (-3.53, -0.74, -0.58)  0.3230
H (-3.43, -2.91, -1.84)  0.4725
H (-2.26, -2.21, -3.00)  0.3060
H (-1.79, -2.43, -1.29)  -0.0145
C (-1.53, 0.69, -3.51)  -0.5937
C (-0.72, 1.93, -3.91)  -1.0487
H (-2.52, 0.68, -4.01)  0.6393
H (-0.99, -0.22, -3.82)  0.3698
H (-0.46, 1.89, -4.99)  0.4414
H (-1.30, 2.86, -3.74)  0.3270
H (0.22, 1.99, -3.34)  0.0660
C (0.55, 2.85, 2.38)  -0.6355
N (1.56, 3.49, 1.56)  0.1224
C (2.53, 4.32, 2.01)  -0.3733
C (3.24, 4.77, 0.92)  -0.5248
N (2.72, 4.23, -0.19)  0.2212
C (3.15, 4.53, -1.55)  -0.8729
C (1.71, 3.42, 0.23)  0.0143
Se (0.66, 2.54, -0.88)  -0.2711
H (0.68, 3.10, 3.45)  0.4235
H (0.63, 1.76, 2.24)  -0.0487
H (-0.46, 3.18, 2.06)  0.2461
H (2.69, 4.60, 3.04)  0.5282
H (4.07, 5.48, 0.93)  0.5500
H (3.06, 5.62, -1.74)  0.4070
H (4.21, 4.23, -1.68)  0.4097
H (2.52, 4.02, -2.30)  0.2631

## Properties
E_LUMO (alpha / beta) = -13.810 / -13.810 eV
Relative energy (zero: lowest compared OMol25 entry of this formula, charge and spin) = 52.5 kJ/mol
Charge = +4
HOMO energy (alpha / beta) = -18.915 / -18.915 eV
DFT total energy = -7185.61625 Ha

Among the records above, which one has the lowest charge? C30H48B2F2N3O6